Record 1
Entry from the Open Molecules 2025 dataset: C50H51LiN4O4P2S as an isolated structure (ωB97M-V/def2-TZVPD).

The geometry in XYZ format:
```
113
C50H51LiN4O4P2S, DFT ωB97M-V/def2-TZVPD
Li 0.043 -0.273 0.147
O 1.599 -1.584 -0.211
C 2.430 -2.188 0.516
C 3.914 -1.613 0.391
C 4.780 -2.350 1.156
C 6.160 -2.201 1.073
C 6.705 -1.283 0.193
C 5.853 -0.398 -0.462
C 4.467 -0.586 -0.390
P 3.325 0.459 -1.411
C 3.495 -0.475 -3.005
C 4.448 -0.214 -4.003
C 4.491 -1.001 -5.164
C 3.583 -2.070 -5.312
C 2.661 -2.333 -4.306
C 2.614 -1.541 -3.168
C 4.261 2.049 -1.716
C 4.186 2.825 -2.893
C 4.537 4.185 -2.916
C 4.993 4.814 -1.780
C 5.142 4.043 -0.629
C 4.792 2.708 -0.614
H 4.325 -3.092 1.809
H 6.808 -2.829 1.682
H 7.798 -1.200 0.092
H 6.248 0.384 -1.075
H 5.202 0.561 -3.854
H 5.238 -0.802 -5.930
H 3.608 -2.703 -6.201
H 1.968 -3.157 -4.397
H 1.886 -1.736 -2.397
H 3.790 2.410 -3.810
H 4.430 4.729 -3.850
H 5.204 5.874 -1.749
H 5.543 4.472 0.296
H 4.917 2.186 0.324
C 0.406 2.202 -4.658
C 0.428 1.178 -3.533
C -0.410 -0.040 -3.877
P -0.005 1.640 -1.790
C 0.752 3.325 -1.555
C 0.078 4.598 -2.088
C 0.922 3.488 -0.053
C -1.805 1.918 -1.802
C -2.481 2.673 -2.768
C -3.862 2.804 -2.854
C -4.570 3.599 -3.925
C -4.589 2.112 -1.890
C -3.993 1.357 -0.897
C -2.569 1.222 -0.813
N -1.979 0.450 0.120
C -2.797 -0.085 1.124
C -3.169 0.702 2.228
C -2.692 2.113 2.292
C -3.879 0.141 3.284
C -4.220 -1.218 3.286
C -4.924 -1.865 4.488
C -3.814 -1.976 2.201
C -3.169 -1.437 1.101
C -2.791 -2.301 -0.063
H 0.897 1.772 -5.512
H 0.950 3.101 -4.371
H -0.610 2.477 -4.916
H 1.463 0.822 -3.436
H -1.446 0.235 -4.074
H -0.391 -0.764 -3.040
H -0.014 -0.556 -4.744
H 1.729 3.200 -2.016
H -0.896 4.757 -1.662
H -0.035 4.616 -3.176
H 0.727 5.438 -1.851
H -0.046 3.486 0.444
H 1.431 4.441 0.165
H 1.509 2.690 0.394
H -1.906 3.203 -3.504
H -3.848 4.093 -4.583
H -5.242 4.368 -3.513
H -5.162 2.961 -4.583
H -5.678 2.180 -1.916
H -4.627 0.869 -0.178
H -1.599 2.136 2.291
H -3.045 2.597 3.212
H -3.010 2.711 1.434
H -4.118 0.767 4.134
H -6.008 -1.774 4.443
H -4.571 -1.382 5.400
H -4.725 -2.932 4.557
H -4.005 -3.051 2.223
H -3.163 -3.313 0.035
H -1.709 -2.355 -0.188
H -3.159 -1.887 -1.000
O -4.186 -7.559 6.433
S -3.568 -6.942 5.276
O -4.468 -6.566 4.216
O -2.327 -7.608 4.873
C -2.941 -5.313 5.850
N -3.230 -4.919 7.101
C -2.780 -3.729 7.463
C -2.009 -2.938 6.617
C -1.803 -3.428 5.316
N -2.293 -4.592 4.920
C -1.081 -2.638 4.281
C -1.016 -1.264 4.364
C -0.511 -0.535 3.295
N -0.119 -1.112 2.154
C -0.172 -2.450 2.081
C -0.631 -3.241 3.109
H -3.018 -3.386 8.474
H -1.617 -1.999 7.001
H -1.416 -0.727 5.224
H -0.434 0.553 3.302
H 0.265 -2.869 1.191
H -0.650 -4.316 2.994
```

Computed properties:
LUMO energy = 3.579 eV
Gap between HOMO and LUMO = 0.2075 Ha
Energy relative to the best compared isomer or geometry (same formula, charge and spin) = 0.0 kcal per mole
Total charge = -2
Spin multiplicity = 1

Mulliken atomic charge list, values in e, 6 entries: atom 1 (Li): 0.945, atom 2 (O): 0.134, atom 3 (C): -1.394, atom 4 (C): 0.803, atom 5 (C): -0.637, atom 6 (C): -0.625

---

Record 2
Entry from the Open Molecules 2025 dataset: one molecule with the formula C3H3N3S (ωB97M-V/def2-TZVPD).

The geometry in XYZ format:
```
10
C3H3N3S, DFT ωB97M-V/def2-TZVPD
S 0.084 0.522 -2.729
C -0.615 0.385 -1.078
C 0.085 0.034 0.077
N -0.616 -0.283 1.243
C 0.317 -0.782 1.982
N 1.680 -0.718 1.389
N 1.468 -0.034 0.224
H -0.986 1.700 -3.120
H -1.647 0.575 -0.854
H 0.229 -1.399 2.866
```

Computed properties:
LUMO energy = -1.661 eV
Gap between HOMO and LUMO = 0.2886 Ha
SMILES = S/C=C1/N=CN=N1
Energy relative to the best compared isomer or geometry (same formula, charge and spin) = 79.3 kcal per mole
Spin multiplicity = 1

natural (NBO) atomic charge list, values in e, 6 entries: atom 1 (S): 0.091, atom 2 (C): -0.185, atom 3 (C): 0.122, atom 4 (N): -0.430, atom 5 (C): 0.155, atom 6 (N): -0.196

---

Record 3
Entry from the Open Molecules 2025 dataset: a 13-piece molecular cluster, C49H96BN15O14S overall (ωB97M-V/def2-TZVPD).

The geometry in XYZ format:
```
176
C49H96BN15O14S, DFT ωB97M-V/def2-TZVPD
C -3.786 -8.905 1.797
C -2.498 -9.844 2.077
O -1.845 -10.162 0.816
B -0.712 -9.324 0.548
O 0.267 -9.844 -0.416
C -0.427 -7.848 1.159
C -1.283 -6.604 0.830
C -0.905 -5.189 1.449
C -1.869 -3.973 1.002
C -1.466 -3.145 -0.242
C -2.278 -1.948 -0.856
C -3.579 -1.641 0.000
C -3.798 -2.548 1.235
N -3.050 -3.653 1.732
C 0.326 -4.989 2.390
C 1.250 -6.235 2.766
N 2.450 -6.238 3.605
S 2.922 -7.903 3.510
N 1.762 -8.709 2.530
C 0.829 -7.645 2.125
H -4.641 -9.629 1.494
H -4.150 -8.346 2.726
H -3.655 -8.197 0.903
H -2.930 -10.846 2.475
H -1.804 -9.457 2.899
H 0.004 -9.378 -1.256
H -2.185 -6.690 0.128
H -0.495 -3.452 -0.782
H -1.977 -1.366 -1.787
H -4.291 -0.781 -0.271
H -4.735 -2.279 1.862
H 0.574 -3.940 2.789
C -1.413 -5.202 -3.019
O -1.277 -5.475 -1.838
N -2.505 -5.501 -3.776
C -2.593 -5.143 -5.178
C -3.615 -6.201 -3.158
H -0.629 -4.672 -3.583
H -3.457 -4.489 -5.323
H -2.719 -6.053 -5.770
H -1.692 -4.623 -5.508
H -3.995 -5.603 -2.325
H -3.262 -7.160 -2.769
H -4.412 -6.370 -3.883
C -3.015 -13.104 -3.053
O -3.050 -11.902 -3.246
N -2.536 -13.708 -1.927
C -2.528 -15.147 -1.771
C -2.018 -12.882 -0.852
H -3.383 -13.820 -3.805
H -3.126 -15.414 -0.895
H -1.498 -15.484 -1.625
H -2.944 -15.640 -2.652
H -2.807 -12.210 -0.506
H -1.189 -12.280 -1.232
H -1.673 -13.502 -0.023
C -1.099 -1.490 -6.830
O -1.437 -2.621 -7.138
N -0.066 -1.174 -5.998
C 0.276 0.199 -5.677
C 0.716 -2.245 -5.414
H -1.627 -0.604 -7.218
H 1.302 0.393 -5.994
H 0.193 0.343 -4.597
H -0.391 0.898 -6.183
H 1.162 -2.840 -6.215
H 0.057 -2.889 -4.825
H 1.502 -1.841 -4.775
C 1.636 3.878 -5.584
O 1.297 2.748 -5.894
N 2.668 4.190 -4.751
C 3.011 5.561 -4.429
C 3.448 3.116 -4.169
H 1.110 4.765 -5.971
H 4.038 5.754 -4.744
H 2.927 5.702 -3.347
H 2.345 6.261 -4.934
H 3.894 2.522 -4.971
H 2.789 2.472 -3.581
H 4.235 3.518 -3.529
C -8.056 -9.374 2.692
O -6.941 -9.453 3.172
N -8.479 -10.024 1.568
C -9.827 -9.879 1.056
C -7.550 -10.887 0.865
H -8.838 -8.745 3.148
H -10.309 -10.860 1.039
H -9.780 -9.478 0.040
H -10.413 -9.204 1.681
H -7.210 -11.674 1.542
H -6.685 -10.299 0.549
H -8.028 -11.334 -0.008
C 4.866 8.512 -6.608
O 4.786 7.307 -6.435
N 3.986 9.442 -6.131
C 4.152 10.859 -6.382
C 2.847 8.998 -5.349
H 5.691 8.957 -7.188
H 4.243 11.381 -5.426
H 3.276 11.231 -6.919
H 5.046 11.049 -6.980
H 3.209 8.463 -4.467
H 2.247 8.314 -5.953
H 2.238 9.848 -5.040
C -0.775 10.863 -4.723
O 0.344 10.788 -4.243
N -1.198 10.211 -5.842
C -2.547 10.353 -6.352
C -0.269 9.349 -6.546
H -1.556 11.491 -4.267
H -3.027 9.371 -6.366
H -2.503 10.753 -7.368
H -3.133 11.029 -5.727
H 0.073 8.564 -5.867
H 0.594 9.939 -6.864
H -0.748 8.899 -7.416
C 3.464 -1.530 4.897
O 3.678 -0.331 4.868
N 2.829 -2.194 5.905
C 2.611 -3.626 5.868
C 2.355 -1.442 7.052
H 3.782 -2.194 4.076
H 1.537 -3.823 5.913
H 3.104 -4.083 6.730
H 3.017 -4.060 4.952
H 1.645 -0.683 6.713
H 3.203 -0.942 7.526
H 1.872 -2.102 7.770
C 2.847 -0.953 10.502
O 2.208 -1.759 9.850
N 3.737 -1.265 11.488
C 4.461 -0.247 12.221
C 3.966 -2.660 11.812
H 2.748 0.132 10.336
H 5.534 -0.399 12.077
H 4.220 -0.334 13.284
H 4.192 0.752 11.874
H 4.329 -3.177 10.920
H 3.022 -3.114 12.122
H 4.699 -2.753 12.614
C -1.245 15.040 -6.686
O -1.583 13.908 -6.991
N -0.213 15.357 -5.854
C 0.129 16.730 -5.537
C 0.569 14.286 -5.267
H -1.773 15.925 -7.077
H 1.156 16.921 -5.853
H 0.046 16.876 -4.458
H -0.539 17.428 -6.046
H 1.015 13.690 -6.068
H -0.092 13.645 -4.678
H 1.356 14.691 -4.627
C 1.196 -5.398 13.947
O 2.274 -5.904 13.686
N 0.982 -4.422 14.883
C -0.334 -3.871 15.134
C 2.107 -3.924 15.648
H 0.275 -5.703 13.425
H -0.313 -2.796 14.940
H -0.601 -4.048 16.179
H -1.083 -4.336 14.490
H 2.849 -3.507 14.961
H 2.561 -4.755 16.193
H 1.785 -3.155 16.351
C 3.389 16.641 -3.662
O 2.291 16.115 -3.722
N 4.551 16.002 -3.345
C 5.822 16.696 -3.294
C 4.513 14.583 -3.050
H 3.528 17.714 -3.869
H 6.507 16.238 -4.013
H 6.237 16.605 -2.287
H 5.702 17.753 -3.537
H 4.117 14.047 -3.916
H 3.849 14.412 -2.199
H 5.512 14.214 -2.815
```

Computed properties:
LUMO energy = -0.804 eV
Gap between HOMO and LUMO = 0.2721 Ha
Energy relative to the best compared isomer or geometry (same formula, charge and spin) = 230.0 kcal per mole
Spin multiplicity = 1

Mulliken atomic charge list, values in e, 6 entries: atom 1 (C): -0.203, atom 2 (C): -0.435, atom 3 (O): -0.141, atom 4 (B): 0.417, atom 5 (O): -0.483, atom 6 (C): -0.168

---

Number 1: energy -96448.8411 eV. Number 2: energy -18461.6444 eV. Number 3: energy -114891.0869 eV.